# 1
ORCA calculation (ωB97M-V/def2-TZVPD) on 3 unconnected molecules or ions with the total composition C25H35ClF16INO4.

Calculated values
Molar mass in g mol⁻¹: 879.883
Calculated total energy in eV: -100276.5035
Frontier orbital gap in Eh: 0.3662
HOMO in eV: -9.66

Structure (XYZ):
```
83
Properties=species:S:1:pos:R:3:forces:R:3
C 1.8531 4.3920 1.2466 -0.210 0.007 -0.217
C 1.7189 3.3118 0.1482 -0.293 0.411 0.122
C 0.3039 3.2370 -0.4336 -0.175 -0.336 0.104
C 0.0550 1.9593 -1.2527 0.393 0.306 -0.098
O -0.5540 0.9619 -0.4386 -0.267 0.258 0.416
C -1.6290 0.2134 -0.9579 0.156 -0.532 -0.259
C -1.9577 -0.9138 0.0243 -0.239 -0.004 0.004
C -2.6053 -0.5739 1.3839 -0.149 0.121 0.116
C -4.1405 -0.4412 1.3217 0.090 0.030 0.352
C -1.9934 0.6289 2.1158 0.167 -0.292 0.179
C -1.1358 -0.4557 -2.2602 0.019 0.298 0.042
O -0.3415 -1.3549 -2.3357 0.187 -0.218 -0.100
N -1.6983 0.1919 -3.3496 -0.745 -0.382 0.248
C -2.9317 0.8122 -2.9628 -0.408 -0.525 -0.003
Cl -4.3452 -0.3385 -3.4140 0.400 0.368 0.152
C -2.8717 0.9996 -1.4257 -0.521 0.672 -0.372
C -2.9606 2.4836 -1.0339 -0.058 0.100 -0.419
C -4.4093 3.0027 -1.0082 0.438 0.228 0.041
C -4.4984 4.3307 -0.2480 0.266 -0.098 -0.392
I -4.8310 4.0172 1.8344 0.001 0.087 0.023
H 0.9020 4.9170 1.3903 0.103 -0.054 0.002
H 2.1236 3.9549 2.2083 0.067 0.056 -0.050
H 2.5918 5.1501 0.9793 0.018 -0.093 0.113
H 2.4108 3.5387 -0.6678 0.076 -0.271 0.091
H 1.9565 2.3349 0.5683 0.164 -0.045 -0.115
H 0.0808 4.1186 -1.0458 0.106 -0.030 0.074
H -0.4160 3.2296 0.3919 0.039 0.058 -0.062
H -0.5443 2.1802 -2.1383 0.007 -0.099 0.047
H 1.0230 1.5679 -1.5916 -0.127 -0.038 -0.132
H -1.0480 -1.4990 0.1777 0.062 0.206 -0.025
H -2.6529 -1.5725 -0.5143 0.100 -0.040 0.077
H -2.4019 -1.4413 2.0235 0.029 -0.048 -0.227
H -4.5876 -1.0768 0.5540 0.020 0.053 -0.015
H -4.4545 0.5985 1.1762 0.023 -0.117 -0.165
H -4.5687 -0.7496 2.2815 0.003 0.080 -0.091
H -0.9114 0.6414 1.9907 -0.079 0.150 -0.033
H -2.1837 0.5600 3.1921 -0.137 0.003 -0.115
H -2.4205 1.5738 1.7772 0.111 0.007 -0.096
H -1.7635 -0.3928 -4.1745 0.318 0.270 -0.202
H -3.1933 1.6995 -3.5315 0.226 0.044 0.018
H -3.7981 0.5391 -1.0778 0.387 -0.181 0.314
H -2.4633 2.6705 -0.0817 -0.140 -0.194 0.084
H -2.4163 3.0826 -1.7763 0.019 0.005 0.211
H -4.7379 3.1979 -2.0361 -0.102 -0.214 0.081
H -5.0602 2.2468 -0.5653 -0.139 0.119 -0.097
H -5.2719 4.9891 -0.6372 -0.132 -0.133 0.262
H -3.5483 4.8646 -0.3201 -0.126 -0.017 0.072
C 2.0430 -4.5432 -4.0959 -0.496 -0.325 -0.070
C 2.7277 -3.6346 -3.0621 0.282 -0.124 -0.162
C 2.5926 -2.1197 -3.2297 -0.053 0.175 0.102
F 3.1789 -1.6956 -4.3725 0.060 -0.166 -0.150
F 3.2308 -1.5183 -2.1950 -0.002 -0.031 -0.020
F 4.0274 -3.9815 -2.9269 -0.050 0.052 -0.050
F 2.1026 -3.9067 -1.8795 -0.043 -0.014 0.061
O 2.8373 -5.1112 -5.1243 0.512 0.290 0.270
C 3.0164 -4.5329 -6.3452 -0.193 -0.199 0.078
C 4.4975 -4.2443 -6.6272 0.048 -0.062 -0.032
F 5.0135 -3.4187 -5.7000 -0.077 0.094 0.069
F 4.5963 -3.6484 -7.8366 0.024 0.021 -0.027
F 2.2518 -3.4448 -6.5211 0.023 0.198 0.083
F 2.6364 -5.4400 -7.2783 -0.075 -0.021 -0.109
H 1.7276 -5.4086 -3.5154 -0.017 0.013 0.010
H 1.1395 -4.0789 -4.4913 0.096 0.172 -0.016
H 1.5443 -1.8191 -3.2199 0.018 -0.050 0.006
H 5.0606 -5.1792 -6.6335 -0.010 -0.012 -0.002
C 1.2257 -1.7544 5.1315 -0.067 -0.550 0.129
C 1.2974 -0.7882 3.9376 -0.121 0.191 0.226
C 2.6749 -0.3092 3.4651 -0.012 -0.056 -0.153
F 3.3042 0.4026 4.4178 -0.030 0.015 0.223
F 2.4970 0.4943 2.3920 0.003 0.016 -0.008
F 0.4872 0.2702 4.1425 0.109 -0.029 0.062
F 0.8029 -1.4930 2.8764 -0.022 -0.060 -0.066
O 0.8950 -1.2230 6.4014 -0.076 0.566 -0.281
C 1.8242 -0.7959 7.3048 -0.107 -0.250 -0.015
C 1.6330 0.6856 7.6587 -0.054 0.021 0.055
F 1.7305 1.4578 6.5611 0.076 -0.041 -0.112
F 2.6021 1.0476 8.5269 0.021 0.032 0.022
F 3.0804 -1.0595 6.9146 0.112 0.099 -0.142
F 1.6109 -1.4799 8.4533 0.056 -0.077 0.094
H 0.3776 -2.3961 4.8980 0.013 -0.010 -0.024
H 2.1066 -2.3955 5.1766 0.112 0.155 -0.034
H 3.2977 -1.1579 3.1707 0.001 -0.001 0.017
H 0.6545 0.8323 8.1191 -0.005 -0.011 0.004
```
Positions in Å, forces in eV/Å.



# 2
ORCA calculation (ωB97M-V/def2-TZVPD) on a single C3H6N2OS molecule in a non-equilibrium geometry.

Calculated values
Molar mass in g mol⁻¹: 118.161
ΔE to the lowest compared entry with this formula, charge and spin in kJ/mol: 166.8
Calculated total energy in eV: -19070.4383
Frontier orbital gap in Eh: 0.3583
HOMO in eV: -8.96

Structure (XYZ):
```
13
Properties=species:S:1:pos:R:3:forces:R:3
C 0.5720 -0.2012 -0.1295 0.010 -0.277 -0.240
C -1.2731 1.0026 -0.1718 0.745 0.667 -0.120
C -1.6365 -0.4396 0.0434 -0.639 -1.193 -0.246
H 3.2160 0.5491 1.2029 0.088 -0.240 -0.695
H 1.9034 -1.7299 -0.2429 0.030 -0.113 0.186
H -1.6794 1.6590 0.6156 0.171 -0.214 -0.416
H -1.6485 1.3281 -1.1486 0.311 0.316 0.154
H -2.0264 -0.5941 1.0466 0.129 -0.300 0.166
H -2.3552 -0.8907 -0.6784 0.492 0.516 0.447
N 1.8343 -0.7332 -0.1615 0.157 0.416 0.003
N 0.2295 1.0102 -0.1311 -0.824 0.769 -0.010
O -0.3898 -1.1552 -0.1174 -0.201 -0.386 0.124
S 3.2537 0.1949 -0.1272 -0.470 0.037 0.648
```
Positions in Å, forces in eV/Å.



# 3
ORCA calculation (ωB97M-V/def2-TZVPD) on 2 unconnected molecules or ions with the total composition C5H16N3 in a non-equilibrium geometry.

Calculated values
Molar mass in g mol⁻¹: 118.204
ΔE to the lowest compared entry with this formula, charge and spin in kJ/mol: 276.9
Multiplicity: 2
Calculated total energy in eV: -9909.9152
Frontier orbital gap (alpha / beta) in Eh: 0.1637 / 0.3624
⟨S²⟩: 0.755
HOMO (alpha / beta) in eV: -3.54 / -9.04

Structure (XYZ):
```
24
Properties=species:S:1:pos:R:3:forces:R:3
C -1.0488 -0.5869 1.3598 0.662 -0.787 -2.416
C -0.9587 -0.1701 2.8158 0.164 -0.504 2.480
C 1.2916 -0.8395 0.4619 0.505 2.897 0.768
N 0.0918 -1.4314 0.7834 -3.004 -1.867 0.890
N 1.5456 0.5939 0.5589 -4.291 -0.801 -0.486
N 2.3310 -1.5529 -0.0196 3.950 -0.679 -1.937
H -1.9880 -1.1620 1.1392 0.883 0.202 0.747
H -1.2102 0.2487 0.6227 0.527 -0.213 1.004
H -1.0139 -1.0898 3.5164 -1.319 1.346 -1.064
H -1.4957 0.7730 3.0980 -1.101 -1.430 -0.397
H -0.0758 -2.5262 0.7094 0.878 3.666 0.326
H 0.9077 1.2661 1.0067 -0.401 -1.403 -0.464
H 2.3730 1.0083 0.7631 3.697 0.061 0.722
H 2.1392 -2.4932 -0.4287 0.092 1.228 0.162
H 3.1511 -0.9836 -0.5745 -2.979 -1.719 1.318
H -0.1026 0.1899 3.3822 1.777 0.046 -1.578
C 0.0169 0.9970 -2.4220 -4.028 -4.983 0.341
C -1.5155 1.2507 -2.3793 1.028 0.303 -2.697
H 0.1842 0.0187 -1.8869 -0.012 0.706 -0.555
H 0.3819 0.8379 -3.3693 0.819 0.028 -2.316
H 0.5564 1.6194 -1.9047 2.862 3.816 2.654
H -1.9614 0.9009 -3.3983 0.343 0.291 2.174
H -1.9186 0.8125 -1.4972 -0.756 -0.536 0.320
H -1.6812 2.3186 -2.3369 -0.298 0.332 0.007
```
Positions in Å, forces in eV/Å.



# 4
ORCA calculation (ωB97M-V/def2-TZVPD) on a molecular structure, C15H27BCoF4O2SSi.

Calculated values
Molar mass in g mol⁻¹: 445.269
Multiplicity: 2
Calculated total energy in eV: -87978.2514
Frontier orbital gap (alpha / beta) in Eh: 0.1715 / 0.1825
Net charge: -2
⟨S²⟩: 1.182
HOMO (alpha / beta) in eV: 0.12 / -0.18

Structure (XYZ):
```
52
Properties=species:S:1:pos:R:3:forces:R:3
Co -1.1318 -0.1418 -0.8005 -0.295 -0.764 -0.025
C 1.7612 -0.5578 -2.9738 -0.054 -0.124 -0.143
Si 1.1257 0.1854 -1.3118 0.129 0.314 0.165
C 1.7480 1.9975 -1.5667 0.091 0.052 -0.054
C 2.5558 -0.4652 -0.1529 -0.103 -0.105 0.092
C 2.2607 -1.2220 0.9843 0.114 -0.096 0.032
C 3.2482 -1.6788 1.8572 -0.160 0.013 -0.080
C 4.5807 -1.3885 1.6078 0.053 0.021 -0.013
C 4.9100 -0.6465 0.4791 -0.060 0.021 -0.069
C 3.9100 -0.2014 -0.3801 0.112 0.077 0.041
H 2.8329 -0.3761 -3.1328 -0.044 0.001 0.015
H 1.2157 -0.0946 -3.8056 0.039 -0.034 0.027
H 1.5827 -1.6387 -3.0223 0.015 0.066 -0.005
H 2.7038 2.0538 -2.1106 -0.074 0.010 0.037
H 1.8814 2.5161 -0.6107 0.005 -0.009 -0.045
H 0.9948 2.5589 -2.1313 0.058 -0.021 0.025
H 1.2216 -1.4671 1.1697 -0.018 0.009 0.025
H 2.9746 -2.2639 2.7301 -0.008 0.007 -0.009
H 5.3566 -1.7359 2.2815 0.010 -0.004 0.011
H 5.9501 -0.4146 0.2714 0.006 0.010 -0.012
H 4.1921 0.3848 -1.2511 0.004 -0.019 0.018
C -1.9807 -1.2955 -3.4733 -0.023 -0.103 0.085
O -2.3459 -2.2161 -2.4628 -0.061 0.003 -0.244
C -2.0622 -1.7725 -1.1761 0.190 0.435 0.206
C -2.6132 -2.8417 -0.2536 0.074 -0.003 0.007
H -0.9063 -1.3423 -3.6758 0.019 0.016 0.040
H -2.2404 -0.2741 -3.1833 -0.020 0.042 0.062
H -2.5373 -1.5588 -4.3762 0.019 -0.060 -0.021
H -3.3719 -3.4556 -0.7580 -0.015 0.023 0.004
H -3.0684 -2.3792 0.6254 0.009 0.000 -0.004
H -1.8222 -3.5208 0.0980 -0.005 0.014 -0.044
F -3.6637 3.2518 -2.3960 0.140 0.031 0.118
B -2.4446 3.2364 -1.6921 0.098 -0.061 -0.066
F -2.6204 3.7667 -0.3935 -0.028 0.028 -0.163
F -1.4807 3.9928 -2.3889 -0.132 -0.053 0.089
F -1.9841 1.8904 -1.5774 -0.051 0.228 -0.045
C -0.0931 2.3048 1.7979 -0.017 -0.028 -0.010
C -1.5414 1.8696 1.9408 -0.050 0.062 -0.013
S -1.9105 0.2488 1.2149 -0.232 0.069 -0.067
O -3.3783 0.0939 1.4951 0.273 -0.041 0.075
C -1.0824 -0.7927 2.4759 -0.076 0.030 -0.038
C -1.9472 -1.0059 3.7090 0.037 0.009 0.000
H 0.0079 3.3726 2.0068 -0.034 -0.018 0.000
H 0.2437 2.1213 0.7773 -0.025 0.031 0.001
H 0.5772 1.7628 2.4703 -0.014 -0.012 -0.001
H -2.2042 2.5230 1.3688 0.080 -0.004 0.044
H -1.8884 1.8339 2.9769 -0.018 0.020 0.004
H -0.1330 -0.3120 2.7106 0.052 -0.060 -0.067
H -0.8744 -1.7273 1.9535 -0.042 -0.013 0.049
H -1.9412 -0.1318 4.3647 0.008 -0.012 -0.030
H -1.5872 -1.8641 4.2828 0.013 0.027 0.009
H -2.9801 -1.1819 3.4074 0.012 -0.024 -0.016
```
Positions in Å, forces in eV/Å.